A structure of composition C37H43Ge2N3PbSSeSi, computed with ωB97M-V with the def2-TZVPD basis set.

Calculated values
**Frontier orbital gap (spin up / spin down)**: 5.4104 / 5.4098 eV
**Lowest unoccupied orbital energy (spin up / spin down)**: 4.15 / 4.15 eV
**Net charge**: -2
**E_HOMO (spin up / spin down)**: -1.26 / -1.26 eV
**ΔE to the lowest compared entry with this formula, charge and spin**: 15.0 kcal/mol

Each line ends with the Mulliken charge.
Atoms and positions in Å:
Pb 0.069 -0.299 1.050  1.410
C 2.750 3.452 0.162  -0.829
Ge 3.230 1.712 1.000  0.753
C 2.963 1.843 2.958  -1.062
C 5.221 1.435 0.749  -1.345
C 2.276 0.186 0.237  -1.347
H 2.977 4.287 0.824  0.366
H 1.684 3.445 -0.033  0.110
H 3.272 3.601 -0.781  0.340
H 3.417 2.737 3.379  0.422
H 3.382 0.979 3.467  0.299
H 1.898 1.874 3.165  0.209
H 5.798 2.225 1.222  0.357
H 5.476 1.412 -0.306  0.367
H 5.521 0.487 1.186  0.365
H 2.808 -0.748 0.392  0.452
H 2.093 0.310 -0.825  0.429
S -0.637 2.277 -0.174  -0.534
C -2.179 1.305 -0.190  -0.226
N -3.029 1.709 -1.317  0.065
C -3.930 2.707 -1.122  -0.534
C -4.365 3.006 0.123  -1.011
C -3.768 2.285 1.207  -0.257
N -2.799 1.462 1.079  0.464
H -2.516 1.697 -2.186  0.304
H -4.325 3.186 -2.015  0.388
H -5.126 3.746 0.309  0.372
H -4.139 2.435 2.216  0.421
Se -1.006 1.225 3.564  -0.411
C -0.458 0.449 5.185  0.361
C -1.164 0.690 6.371  -0.415
C -0.751 0.096 7.540  -0.299
N 0.316 -0.693 7.644  -0.711
C 0.989 -0.918 6.517  -0.471
C 0.644 -0.405 5.287  -0.160
H -2.037 1.330 6.349  0.352
H -1.306 0.241 8.464  0.332
H 1.858 -1.562 6.618  0.348
H 1.213 -0.652 4.404  0.343
C -1.717 -0.100 -0.388  -0.788
Ge -3.033 -1.523 -0.002  0.290
C -2.814 -2.478 -1.744  0.057
C -2.069 -3.620 -1.994  -0.078
C -1.924 -4.103 -3.286  -0.333
C -2.491 -3.428 -4.355  -0.644
C -3.201 -2.261 -4.124  -0.703
C -3.358 -1.801 -2.831  -0.242
C -2.744 -2.524 1.700  0.903
C -2.770 -1.727 2.838  -0.575
C -2.483 -2.247 4.085  -0.698
C -2.168 -3.589 4.208  -0.878
C -2.154 -4.398 3.085  -0.381
C -2.442 -3.869 1.839  0.030
C -5.048 -1.372 0.098  0.280
C -5.660 -0.576 1.059  0.133
C -7.032 -0.585 1.229  -0.901
C -7.825 -1.402 0.442  -0.458
C -7.232 -2.198 -0.523  -0.664
C -5.860 -2.178 -0.691  -0.347
H -1.576 -4.119 -1.172  -0.279
H -1.357 -5.010 -3.465  0.346
H -2.366 -3.795 -5.368  0.348
H -3.628 -1.706 -4.952  0.371
H -3.909 -0.884 -2.644  0.423
H -3.002 -0.675 2.741  0.290
H -2.480 -1.606 4.957  0.501
H -1.932 -4.002 5.178  0.380
H -1.905 -5.448 3.183  0.323
H -2.418 -4.510 0.970  0.304
H -5.051 0.064 1.679  0.155
H -7.490 0.042 1.985  0.386
H -8.900 -1.421 0.581  0.345
H -7.846 -2.842 -1.142  0.376
H -5.407 -2.807 -1.447  0.288
C 1.702 -5.914 -1.530  -1.128
Si 0.801 -5.570 0.129  0.134
C -0.731 -6.732 0.036  -1.043
C 1.906 -6.319 1.511  -1.141
C 0.500 -3.778 0.395  0.325
C 0.328 -2.581 0.586  -0.607
H 1.861 -6.977 -1.704  0.293
H 2.670 -5.425 -1.556  0.342
H 1.124 -5.525 -2.362  0.274
H -0.435 -7.774 -0.093  0.444
H -1.370 -6.471 -0.803  0.301
H -1.334 -6.674 0.938  0.293
H 1.919 -7.408 1.486  0.325
H 1.552 -6.014 2.490  0.291
H 2.932 -5.973 1.417  0.317